# 1
DFT (ωB97M-V with the def2-TZVPD basis set) results for the molecule C2H3Cl2NOSi at a distorted geometry.

Gap between HOMO and LUMO   9.766 eV
Relative energy (zero: lowest compared OMol25 entry of this formula, charge and spin)   154.3 kJ/mol
SMILES string   C[Si](Cl)(Cl)OC#N
HOMO energy   -0.3647 hartree

```
10
Properties=species:S:1:pos:R:3:nbo_charge:R:1
C -1.0216 0.8523 0.3298 -1.184
Si 0.8345 0.5887 -0.0111 1.644
Cl 1.9707 1.5087 -1.3159 -0.281
Cl 1.7535 0.3293 1.8155 -0.328
O 0.9635 -1.2786 -1.1237 -0.730
C 0.2881 -2.1519 -0.5450 0.529
N -0.3895 -2.9784 -0.1034 -0.506
H -1.3339 1.4740 -0.6006 0.259
H -1.8034 -0.0028 0.4953 0.320
H -1.2619 1.6587 1.0591 0.277
```

***

# 2
DFT (ωB97M-V with the def2-TZVPD basis set) results for C20H43N2P3SSc as an isolated structure at a distorted geometry.

Gap between HOMO and LUMO (spin up / spin down)   5.658 / 5.658 eV
HOMO energy (spin up / spin down)   -0.6166 / -0.6166 hartree
Charge   +3

```
70
Properties=species:S:1:pos:R:3:nbo_charge:R:1
Sc 0.0620 0.5969 -0.4245 1.423
P -1.8758 2.1658 0.1709 0.710
P -1.9354 -1.7619 1.1686 0.795
P 2.2473 1.9977 -0.4722 0.750
H -0.3600 -5.2497 -0.2485 0.226
C 0.2143 -4.3962 -0.6447 -0.380
C 1.1887 -3.7892 0.0591 -0.393
H 1.2122 -3.7205 1.1557 0.204
C -3.0773 2.5012 -1.1649 -0.920
C -2.8974 2.0119 1.6780 -0.910
C -1.0890 3.7870 0.4868 -0.918
C -2.1063 -3.5576 1.5283 -0.920
C -2.5334 -1.2227 2.8285 -0.936
C -3.5052 -1.5735 0.2072 -0.917
C 3.8421 1.1120 -0.6187 -0.908
C 2.5038 2.8862 1.0948 -0.924
C 2.3666 3.2151 -1.8421 -0.920
H -0.0819 -4.0725 -1.6431 0.190
H 1.9147 -3.1211 -0.4329 0.172
H -3.7412 3.3388 -0.9170 0.283
H -3.6971 1.6127 -1.3459 0.267
H -2.5359 2.7483 -2.0885 0.254
H -3.4665 2.9303 1.8719 0.282
H -2.2400 1.8457 2.5419 0.245
H -3.6089 1.1812 1.6064 0.266
H -1.8614 4.5411 0.6793 0.285
H -0.4849 4.0976 -0.3742 0.251
H -0.4476 3.7209 1.3759 0.244
H -3.0432 -3.9305 1.0989 0.255
H -2.1010 -3.7499 2.6066 0.250
H -1.2622 -4.0852 1.0836 0.251
H -3.6199 -1.3646 2.8957 0.266
H -2.2991 -0.1705 3.0131 0.209
H -2.0506 -1.8310 3.6013 0.241
H -4.2423 -2.2839 0.6098 0.257
H -3.2829 -1.8236 -0.8396 0.236
H -3.8833 -0.5421 0.2493 0.217
H 4.1762 1.1236 -1.6628 0.265
H 3.7129 0.0707 -0.2980 0.251
H 4.5989 1.6031 0.0112 0.277
H 3.1819 3.7315 0.9588 0.284
H 2.9302 2.2096 1.8421 0.252
H 1.5624 3.2580 1.5072 0.236
H 3.2377 2.9536 -2.4626 0.278
H 2.4741 4.2399 -1.4513 0.280
H 1.4671 3.1292 -2.4784 0.243
C 0.7859 -1.2286 -3.7602 -0.286
C 0.2678 -0.4702 -4.8297 -0.165
C 0.7520 -0.7159 -6.1103 -0.180
C 1.6919 -1.7277 -6.3435 -0.088
C 2.0140 -2.6116 -5.3077 -0.183
C 1.5291 -2.3987 -4.0271 -0.151
S 0.6408 -0.7766 -2.1194 0.257
H -0.8253 -0.0583 -1.8568 -0.018
H -0.4900 0.2934 -4.6391 0.233
H 0.4341 -0.0994 -6.9482 0.263
H 2.1476 -1.8409 -7.3212 0.263
H 2.6630 -3.4551 -5.4948 0.263
H 1.7830 -3.0731 -3.2145 0.248
C 1.7087 1.2615 4.2530 -0.392
N 1.0774 -0.0125 3.8513 -0.419
C 0.4022 -0.8279 4.8936 -0.407
C 0.8303 -0.1954 2.5906 0.723
N 0.6985 -0.0778 1.4169 -0.721
H 1.7410 1.2958 5.3437 0.261
H 1.1447 2.1161 3.8464 0.208
H 2.7185 1.3265 3.8268 0.226
H -0.6868 -0.6338 4.8842 0.224
H 0.5647 -1.8975 4.6827 0.239
H 0.8436 -0.5555 5.8625 0.254
```

***

# 3
DFT (ωB97M-V with the def2-TZVPD basis set) results for C31H49CoN2O8P5 as an isolated structure at a distorted geometry.

Gap between HOMO and LUMO (spin up / spin down)   7.934 / 8.281 eV
Relative energy (zero: lowest compared OMol25 entry of this formula, charge and spin)   0.0 kJ/mol
Spin multiplicity   4
HOMO energy (spin up / spin down)   -0.2745 / -0.2873 hartree

```
96
Properties=species:S:1:pos:R:3:lowdin_spin:R:1
Co 1.1649 -0.4180 0.3009 2.688
C -0.4687 -2.3666 3.8201 0.008
P 0.6951 -2.4744 2.3952 0.033
C 1.8573 -3.7233 3.1052 0.006
C -0.2734 -3.5842 1.2745 0.000
C 0.5470 -3.9784 0.0378 0.006
P 1.3319 -2.4969 -0.7784 0.024
C 2.9964 -3.1744 -1.1352 0.003
C 0.5629 -2.5262 -2.4386 0.007
H -1.2313 -1.6087 3.6387 0.000
H 0.0976 -2.0670 4.7038 0.000
H -0.9464 -3.3298 4.0135 0.002
H 1.3186 -4.5831 3.5118 0.001
H 2.4352 -3.2479 3.8994 0.000
H 2.5594 -4.0684 2.3431 0.000
H -1.1508 -3.0183 0.9513 0.000
H -0.6262 -4.4655 1.8180 0.001
H -0.0858 -4.4893 -0.6908 0.001
H 1.3401 -4.6729 0.3218 0.000
H 3.6018 -2.4061 -1.6116 0.000
H 2.9084 -4.0510 -1.7771 0.001
H 3.4885 -3.4593 -0.2033 0.000
H 0.7895 -1.5940 -2.9580 0.000
H -0.5160 -2.5908 -2.3212 0.000
H 0.9154 -3.3812 -3.0183 0.001
O -2.0861 1.4158 2.6143 0.002
C -1.7240 0.5057 1.8677 0.003
O -0.4748 0.2399 1.6465 0.034
C -2.7982 -0.3647 1.2193 0.000
P -2.5755 -0.4991 -0.6174 0.002
C -3.3313 1.1238 -1.0660 0.001
C -2.6445 2.2604 -0.6266 0.000
C -3.1195 3.5328 -0.9051 0.000
C -4.2845 3.6962 -1.6430 0.000
C -4.9754 2.5766 -2.0787 0.000
C -4.5063 1.2994 -1.7904 0.000
C -3.8903 -1.6960 -1.0953 0.000
C -4.6040 -2.4933 -0.2023 0.000
C -5.4635 -3.4876 -0.6580 0.000
C -5.6297 -3.7010 -2.0177 0.000
C -4.9334 -2.9094 -2.9223 0.000
C -4.0690 -1.9271 -2.4650 0.000
H -3.7720 0.0494 1.4622 0.000
H -2.7087 -1.3647 1.6495 0.000
H -1.7337 2.1393 -0.0500 0.000
H -2.5871 4.4035 -0.5352 0.000
H -4.6568 4.6881 -1.8672 0.000
H -5.8945 2.6923 -2.6403 0.000
H -5.0764 0.4459 -2.1296 0.000
H -4.5120 -2.3437 0.8661 0.000
H -6.0057 -4.0917 0.0602 0.000
H -6.2964 -4.4785 -2.3712 0.000
H -5.0570 -3.0644 -3.9876 0.000
H -3.5228 -1.3240 -3.1846 0.000
N 2.1022 2.4903 -4.1783 0.000
C 2.2309 2.1533 -2.7006 0.000
C 3.0031 3.2165 -1.9354 0.000
P 3.2121 0.5722 -2.6186 0.003
O 2.4932 -0.1488 -3.9188 0.001
O 4.6102 0.8988 -2.9783 0.002
O 2.8495 -0.1411 -1.3605 0.028
P 0.4713 1.8620 -2.1824 0.005
O 0.0257 3.4150 -1.8957 0.002
O -0.1873 1.4195 -3.4536 0.001
O 0.3189 1.0957 -0.9118 0.034
H 2.8846 2.0972 -4.7021 0.000
H 2.0320 3.4905 -4.3363 0.000
H 1.1842 2.0127 -4.4395 0.000
H 3.9574 3.4111 -2.4283 0.000
H 3.2458 2.8304 -0.9445 0.000
H 2.4322 4.1405 -1.8279 0.000
H 2.9625 -0.9768 -4.1095 0.000
H -0.9271 3.4899 -2.0913 0.000
C -0.1772 3.7083 1.8228 0.000
N 0.6610 2.5920 2.3091 0.000
C 0.7530 2.5870 3.7834 0.000
C 1.9909 2.6174 1.6234 0.003
C 2.9218 1.5074 2.0305 0.013
C 4.0210 1.8232 2.8335 0.003
C 4.9363 0.8478 3.1897 -0.002
C 4.7476 -0.4469 2.7215 0.002
C 3.6471 -0.7436 1.9271 0.010
C 2.6871 0.2099 1.5587 0.065
H -1.1902 3.5753 2.1897 0.000
H -0.1826 3.7001 0.7325 0.000
H 0.2379 4.6511 2.1791 0.000
H 0.1866 1.6662 2.0667 0.001
H 1.2221 3.5082 4.1311 0.000
H 1.3431 1.7318 4.0999 0.000
H -0.2555 2.5054 4.1832 0.000
H 2.4377 3.5956 1.8170 0.000
H 1.7646 2.5306 0.5633 0.001
H 4.1664 2.8459 3.1744 0.001
H 5.7904 1.0949 3.8085 0.000
H 5.4674 -1.2208 2.9692 0.000
H 3.5442 -1.7635 1.5641 0.001
```

***

# 4
DFT (ωB97M-V with the def2-TZVPD basis set) results for the molecule C5H7ClN2 at a distorted geometry.

Gap between HOMO and LUMO (spin up / spin down)   7.853 / 7.854 eV
Relative energy (zero: lowest compared OMol25 entry of this formula, charge and spin)   470.8 kJ/mol
HOMO energy (spin up / spin down)   -0.2782 / -0.2782 hartree

```
15
Properties=species:S:1:pos:R:3:nbo_charge:R:1
C 0.5394 -0.3672 -1.5749 -0.129
C 1.3590 -1.3661 -1.0600 -0.048
C 1.2159 -1.2778 1.3113 0.236
C -0.2354 0.4734 -0.6835 -0.577
C -0.7335 -0.1917 0.5196 0.122
N 1.7001 -1.5965 0.2539 -0.416
N -1.1531 0.6387 1.5482 -0.882
Cl -2.0065 -1.4090 0.0218 -0.161
H 0.4755 0.0421 -2.5664 0.225
H 1.7958 -2.0426 -1.6416 0.191
H 1.2524 -1.3979 2.4018 0.221
H 0.4401 1.1962 -0.1962 0.255
H -1.0189 1.0533 -1.1789 0.215
H -2.0315 1.1984 1.2427 0.361
H -1.1488 0.0533 2.3949 0.387
```

***

# 5
DFT (ωB97M-V with the def2-TZVPD basis set) results for C5H6N as an isolated structure at a distorted geometry.

Gap between HOMO and LUMO   8.419 eV
Relative energy (zero: lowest compared OMol25 entry of this formula, charge and spin)   467.9 kJ/mol
HOMO energy   -0.5477 hartree
Charge   +1

```
12
Properties=species:S:1:pos:R:3:nbo_charge:R:1
C -0.9548 -0.9168 -1.2637 -0.550
C -0.1862 -1.6970 -0.4145 0.409
C 1.3900 -0.3899 1.4840 0.124
C -0.1359 0.9178 0.0651 -0.350
C -0.9473 0.4387 -1.0721 0.149
N 0.5023 -0.2299 0.6187 -0.352
H -1.5190 -1.3983 -2.0503 0.297
H 1.8319 0.4416 2.0308 0.214
H 1.7267 -1.3952 1.7087 0.239
H 0.5824 1.6939 -0.2327 0.279
H -0.7992 1.3903 0.8096 0.287
H -1.4910 1.1447 -1.6837 0.255
```

***

# 6
DFT (ωB97M-V with the def2-TZVPD basis set) results for the molecule C5H4.

Gap between HOMO and LUMO (spin up / spin down)   7.393 / 7.392 eV
Relative energy (zero: lowest compared OMol25 entry of this formula, charge and spin)   319.7 kJ/mol
HOMO energy (spin up / spin down)   -0.2964 / -0.2965 hartree

```
9
Properties=species:S:1:pos:R:3:nbo_charge:R:1
C 2.0066 -0.6168 0.6443 -0.034
C 1.0901 0.1844 0.0278 -0.326
C -0.1190 0.5790 -0.4257 -0.353
C -1.3465 -0.0932 -0.1872 -0.043
C -2.4229 -0.5557 0.1015 -0.220
H 2.6796 -1.2251 0.0160 0.174
H 1.6606 1.1075 0.2892 0.332
H -0.1775 1.5865 -0.8291 0.234
H -3.3710 -0.9666 0.3632 0.235
```